Record 1
This record from the Open Molecules 2025 dataset describes a molecular structure, C25H42F14LiO21P2 in a non-equilibrium geometry. The level of theory is ωB97M-V/def2-TZVPD.

## Properties
frontier orbital gap: 10.6 eV
net charge: -1
strongest force on any atom: 0.0346 hartree/bohr
relative energy (zero: lowest compared OMol25 entry of this formula, charge and spin): 0.0 kJ/mol

CARTESIAN COORDINATES (ANGSTROEM)
Li (1.60321, -7.37712, -17.43446)
P (-1.21548, -7.33106, -17.91877)
F (-2.19333, -6.35672, -18.75895)
F (0.03026, -6.27015, -17.77107)
F (-1.91104, -6.76159, -16.55480)
F (-0.23095, -8.25526, -16.96601)
F (-2.31566, -8.48471, -17.88345)
F (-0.56042, -7.90713, -19.28070)
P (2.79310, -9.63748, -18.64807)
F (4.33419, -9.12800, -18.68765)
F (3.37089, -11.03199, -18.06983)
F (2.69086, -8.97237, -17.15983)
F (1.25188, -10.08644, -18.49870)
F (2.31395, -8.14306, -19.15921)
F (2.80229, -10.20750, -20.14777)
C (-3.39454, -10.21420, -21.65225)
C (-2.44828, -9.22113, -20.94414)
O (-3.06998, -7.98690, -21.33105)
C (-4.37232, -8.17541, -21.59371)
O (-5.20638, -7.32868, -21.67828)
O (-4.59114, -9.47032, -21.88851)
H (-3.65858, -11.05283, -21.00917)
H (-2.99179, -10.58734, -22.59280)
H (-1.39729, -9.25449, -21.21562)
H (-2.47047, -9.23283, -19.85875)
C (4.66781, -6.02726, -19.92813)
C (5.17038, -5.84477, -18.50927)
O (4.63062, -4.69882, -17.85008)
C (3.45296, -4.86521, -17.28139)
O (2.82862, -5.87644, -17.23918)
O (3.07081, -3.69840, -16.78529)
C (1.74582, -3.68322, -16.27350)
H (3.60985, -6.27779, -19.98406)
H (5.15598, -6.92145, -20.32347)
H (4.99252, -5.15675, -20.49650)
H (6.23975, -5.62510, -18.52071)
H (5.05647, -6.77437, -17.94672)
H (1.06833, -3.56039, -17.12488)
H (1.59109, -2.87719, -15.56402)
H (1.44762, -4.63495, -15.83092)
C (-4.49091, -10.81467, -17.67294)
C (-5.11026, -12.00021, -16.94688)
O (-5.64681, -12.96274, -17.86734)
C (-6.92131, -12.77869, -18.21593)
O (-7.50320, -11.73223, -18.24452)
O (-7.41619, -13.94566, -18.63714)
C (-8.79026, -13.95478, -19.01915)
H (-3.75999, -11.13453, -18.41733)
H (-4.12302, -10.04615, -16.99648)
H (-5.29138, -10.34539, -18.25109)
H (-5.73381, -11.61131, -16.13914)
H (-4.37861, -12.60460, -16.40803)
H (-9.21347, -14.95047, -18.92924)
H (-8.95143, -13.54662, -20.01314)
H (-9.29170, -13.33659, -18.27197)
C (-0.35512, -4.95069, -13.41453)
C (-0.54365, -6.45975, -13.40983)
O (0.68168, -7.09441, -12.99248)
C (1.60843, -7.27441, -13.90911)
O (1.53024, -7.06506, -15.08423)
O (2.65266, -7.81891, -13.26592)
C (3.67400, -8.32008, -14.15488)
H (0.51201, -4.61424, -13.97789)
H (-0.27581, -4.61066, -12.38094)
H (-1.22140, -4.46819, -13.87246)
H (-0.76973, -6.79578, -14.42112)
H (-1.35541, -6.68230, -12.72592)
H (4.53544, -8.67440, -13.59337)
H (3.99668, -7.48292, -14.77074)
H (3.24447, -9.17897, -14.66637)
C (-10.00446, -7.28011, -19.25008)
C (-8.61731, -7.75301, -19.69632)
O (-7.53928, -7.49520, -18.81023)
C (-7.47897, -8.23358, -17.69511)
O (-8.33772, -8.97196, -17.31359)
O (-6.35519, -8.04448, -17.01766)
C (-5.29446, -7.31307, -17.60883)
H (-10.22731, -6.21486, -19.28072)
H (-10.24916, -7.63674, -18.24905)
H (-10.71924, -7.77601, -19.91217)
H (-8.35452, -7.16545, -20.57643)
H (-8.63701, -8.79508, -20.00984)
H (-5.64156, -6.28261, -17.70230)
H (-4.95991, -7.65204, -18.59321)
H (-4.36682, -7.35579, -17.04232)
C (-1.11208, -11.14662, -16.47205)
C (0.04548, -10.91674, -15.51635)
O (0.17212, -12.13395, -14.83349)
C (-1.02031, -12.81979, -14.91293)
O (-1.31641, -13.79167, -14.30133)
O (-1.79161, -12.21033, -15.79471)
F (-0.30657, -9.97477, -14.56200)
H (-0.79644, -11.58226, -17.42359)
H (-1.79348, -10.34361, -16.72435)
H (0.98493, -10.56665, -15.93415)
C (-2.11545, -3.70807, -16.71774)
C (-3.03898, -3.44689, -17.94905)
O (-2.74623, -2.11391, -18.32225)
C (-2.08756, -1.48700, -17.32227)
O (-1.85092, -0.33160, -17.25178)
O (-1.62504, -2.39963, -16.45938)
F (-4.35888, -3.46027, -17.57718)
H (-1.25423, -4.35572, -16.85460)
H (-2.73859, -4.04400, -15.88810)
H (-2.86808, -4.14129, -18.77037)

=====

Record 2
This record from the Open Molecules 2025 dataset describes 2 unconnected molecules or ions with the total composition C38H48OP in a non-equilibrium geometry. The level of theory is ωB97M-V/def2-TZVPD.

## Properties
frontier orbital gap: 5.2 eV
net charge: +1
strongest force on any atom: 0.0275 hartree/bohr

CARTESIAN COORDINATES (ANGSTROEM)
C (-3.11336, -3.41752, 3.28702)
C (-2.31928, -3.51802, 1.97472)
C (-1.44723, -2.28073, 1.71440)
C (-0.67408, -1.70411, 2.92407)
P (0.08777, -0.21113, 2.17182)
C (1.93798, -0.24499, 2.09075)
C (2.70838, 0.95636, 2.67787)
C (4.19376, 0.90710, 2.30143)
C (4.85606, -0.46070, 2.51858)
C (4.02256, -1.57988, 1.89041)
C (2.58298, -1.60843, 2.40876)
C (-0.95065, 1.35778, 1.97102)
C (-2.46220, 1.18167, 2.20629)
C (-3.24463, 2.46131, 1.87263)
C (-2.71069, 3.70455, 2.59111)
C (-1.19845, 3.87812, 2.41129)
C (-0.37731, 2.60503, 2.67509)
C (-1.54117, -1.60254, 4.20060)
C (-2.26445, -2.93827, 4.47100)
H (-3.95684, -2.73311, 3.12118)
H (-3.53686, -4.40322, 3.51359)
H (-1.65705, -4.39982, 1.99660)
H (-2.98755, -3.64747, 1.10590)
H (-0.70801, -2.56967, 0.96556)
H (-2.06414, -1.49939, 1.23736)
H (0.15097, -2.40986, 3.16445)
H (2.02237, -0.14124, 1.00055)
H (2.28533, 1.89682, 2.29564)
H (2.58996, 0.96140, 3.76870)
H (4.28133, 1.15828, 1.23234)
H (4.73347, 1.69346, 2.84831)
H (5.85600, -0.44592, 2.07147)
H (5.02495, -0.63856, 3.58999)
H (3.99007, -1.40975, 0.80043)
H (4.50028, -2.55106, 2.05601)
H (2.55348, -1.77710, 3.49549)
H (2.02297, -2.41971, 1.91744)
H (-0.82300, 1.50121, 0.88287)
H (-2.84348, 0.34712, 1.60215)
H (-2.62494, 0.94199, 3.26178)
H (-3.21000, 2.62221, 0.78556)
H (-4.29744, 2.31257, 2.13741)
H (-3.22571, 4.60047, 2.22404)
H (-2.94511, 3.64407, 3.66165)
H (-0.99972, 4.21635, 1.38396)
H (-0.83343, 4.67207, 3.07439)
H (-0.33672, 2.40976, 3.75248)
H (0.65087, 2.78400, 2.34549)
H (-0.91005, -1.34765, 5.06570)
H (-2.28452, -0.80344, 4.09034)
H (-2.89199, -2.86238, 5.36848)
H (-1.48601, -3.68348, 4.67501)
C (6.80600, -1.28662, -2.47996)
O (6.11563, -0.25371, -1.72792)
C (4.76059, -0.31892, -1.63346)
C (4.09292, 0.83678, -1.15488)
C (2.74841, 0.76398, -0.86486)
C (1.97652, -0.40236, -1.14516)
C (0.53749, -0.44044, -0.88180)
C (-0.22141, -1.66486, -1.12928)
C (-1.52742, -1.29666, -1.58785)
C (-2.41780, -2.24890, -2.06189)
C (-2.00146, -3.58703, -2.09600)
C (-0.75690, -3.98378, -1.57663)
C (0.13827, -3.02656, -1.08682)
C (-1.60883, 0.15544, -1.61218)
C (-0.35411, 0.69316, -1.17659)
C (-0.18290, 2.08385, -1.14677)
C (-1.10704, 2.89729, -1.81690)
C (-2.29393, 2.33396, -2.31767)
C (-2.59311, 0.98129, -2.11625)
C (2.66813, -1.50580, -1.70639)
C (4.02588, -1.48538, -1.94966)
H (7.84188, -0.94833, -2.50683)
H (6.72821, -2.25260, -1.95674)
H (6.41663, -1.38027, -3.50385)
H (4.65326, 1.76725, -1.03908)
H (2.26870, 1.62597, -0.41300)
H (-3.40500, -1.92595, -2.40404)
H (-2.64729, -4.32512, -2.56316)
H (-0.48829, -5.04421, -1.57676)
H (1.08854, -3.34392, -0.67760)
H (0.64802, 2.54934, -0.62946)
H (-0.92842, 3.97222, -1.90796)
H (-3.00719, 2.97247, -2.82201)
H (-3.55694, 0.54030, -2.35963)
H (2.14502, -2.40904, -2.01252)
H (4.53137, -2.34370, -2.41295)

=====

Record 3
This record from the Open Molecules 2025 dataset describes a gas-phase ion, C21H34BN2O6 (charge +1) in a non-equilibrium geometry. The level of theory is ωB97M-V/def2-TZVPD.

## Properties
frontier orbital gap: 5.9 eV
net charge: +1
strongest force on any atom: 0.1816 hartree/bohr
relative energy (zero: lowest compared OMol25 entry of this formula, charge and spin): 1659.5 kJ/mol

CARTESIAN COORDINATES (ANGSTROEM)
C (-0.17585, -3.90685, 2.81678)
C (-1.02300, -3.31086, 3.92612)
C (-1.89195, -1.89990, 3.70057)
C (-1.41652, -1.33456, 2.21724)
C (0.03825, -0.58166, 1.93982)
C (1.00738, -0.36325, 3.24439)
C (2.11692, 0.83437, 3.09496)
C (1.54303, 2.24420, 2.48632)
C (0.03492, 2.65435, 2.98123)
N (-0.17018, 4.17158, 2.82325)
N (0.43834, -0.12526, 0.55399)
C (-0.49147, -0.30838, -0.63374)
C (0.09546, 0.23623, -2.09906)
C (0.72584, -1.09629, -2.84047)
C (1.90427, -0.74063, -3.92992)
C (3.29809, -0.51453, -3.04751)
O (4.32829, -0.06247, -4.00039)
C (4.89123, 1.24568, -3.57679)
C (5.52757, 1.52964, -2.06336)
O (4.85881, 2.21963, -4.52806)
C (-2.00005, -0.99112, -0.55221)
B (-2.91169, -1.08828, -1.91849)
O (-3.47157, -2.44290, -2.26255)
O (-3.20111, 0.00789, -2.86373)
C (-3.84295, 1.15835, -2.20874)
C (-2.96516, 2.55451, -2.46169)
C (-2.47130, -1.54278, 0.94550)
C (-3.95756, -2.23598, 1.13848)
O (-4.98215, -1.69166, 1.81338)
O (-4.13986, -3.57775, 0.51528)
H (-0.50978, -4.93091, 2.33048)
H (0.77853, -3.37917, 2.37994)
H (-0.99034, -3.88693, 4.96603)
H (-1.55591, -1.14744, 4.53134)
H (-3.03568, -2.13805, 3.77452)
H (0.41129, -0.23893, 4.26390)
H (1.62603, -1.37482, 3.37146)
H (2.59063, 1.06378, 4.16202)
H (3.04810, 0.53362, 2.41093)
H (1.64997, 2.30644, 1.30031)
H (2.26861, 3.10008, 2.89404)
H (-0.27172, 2.25204, 4.03642)
H (-0.71715, 2.16893, 2.19131)
H (-0.97640, 4.32706, 2.14851)
H (0.66060, 4.57462, 2.29351)
H (1.37524, 0.32718, 0.42813)
H (0.92837, 1.04667, -1.82529)
H (-0.70742, 0.80911, -2.73109)
H (1.25312, -1.72392, -1.97572)
H (-0.11339, -1.82858, -3.26957)
H (1.59861, 0.20308, -4.55286)
H (2.10055, -1.70608, -4.58522)
H (3.03406, 0.27329, -2.22098)
H (3.62193, -1.50475, -2.48599)
H (4.73886, 2.16506, -1.47565)
H (5.57360, 0.46301, -1.54118)
H (6.58567, 2.03350, -2.13229)
H (-4.45762, -2.37722, -2.43663)
H (-4.90651, 1.36417, -2.69228)
H (-4.05096, 0.99466, -1.05389)
H (-2.19808, 2.73694, -1.58668)
H (-2.39963, 2.52137, -3.49783)
H (-3.71581, 3.46737, -2.53243)
H (-4.93343, -3.53650, -0.09787)